No. 1
{"formula": "C4H12N2", "method": "ωB97M-V with the def2-TZVPD basis set", "symbols": ["C", "C", "N", "H", "H", "H", "H", "H", "C", "N", "C", "H", "H", "H", "H", "H", "H", "H"], "positions_angstrom": [[-3.18849, 0.55622, -0.39118], [-1.93250, 0.37788, 0.05127], [-1.20823, -0.80540, -0.00641], [-3.75177, -0.30516, -0.72981], [-3.41401, 1.54638, -0.76118], [-1.36121, 1.18685, 0.49277], [-1.68768, -1.67477, 0.17956], [-0.25706, -0.87522, 0.34542], [1.81203, -0.04104, -1.14302], [1.85109, -0.56188, 0.22670], [2.01716, 0.48093, 1.23218], [0.88070, 0.53187, -1.28642], [2.52656, 0.77582, -1.31451], [1.74040, -0.89667, -1.79371], [2.54133, -1.29813, 0.28231], [2.95956, 1.03002, 1.14459], [1.81648, 0.03638, 2.20697], [1.24759, 1.24454, 1.09392]], "forces_ev_per_a": [[1.0278, -0.0843, -0.2662], [0.1344, -0.4817, -0.0839], [-0.0967, -0.7462, 0.6592], [-0.0684, 0.1572, -0.2255], [-0.6779, 0.0900, 0.6854], [0.0632, 0.3513, -0.5516], [-0.3076, 0.1370, -0.3428], [-0.1070, 0.5419, 0.0965], [-1.1558, 0.9839, 1.0502], [-0.2957, 0.3351, -0.4104], [-0.4170, -0.2357, -0.3032], [-0.1540, -0.4802, 0.1692], [0.7578, -0.7745, -0.4403], [0.5917, 0.1163, -0.6765], [0.1135, 0.1986, 0.2782], [0.2482, -0.2015, 0.3487], [0.5171, 0.2222, 0.1535], [-0.1736, -0.1294, -0.1406]], "total_charge": 0, "gap_ev": 8.8, "homo_ev": -7.826, "smiles": "C=CN.CNC"}



No. 2
{"formula": "C9H10IN2", "method": "ωB97M-V with the def2-TZVPD basis set", "symbols": ["I", "C", "N", "C", "C", "N", "C", "C", "C", "C", "C", "C", "H", "H", "H", "H", "H", "H", "H", "H", "H", "H"], "positions_angstrom": [[-2.41510, 2.34648, 1.02246], [-0.44752, 1.74050, 1.23525], [0.46318, 2.29567, 1.94756], [1.73484, 1.54999, 1.99682], [1.58897, 0.49675, 0.89215], [0.20274, 0.36975, 0.56681], [-0.52244, -0.34224, -0.33452], [-1.21904, 0.44122, -1.28104], [-2.05533, -0.15438, -2.22306], [-2.27723, -1.56260, -2.12989], [-1.59159, -2.31845, -1.25012], [-0.68509, -1.75233, -0.36254], [0.23757, 3.20483, 2.37189], [1.92131, 1.10718, 3.00489], [2.55193, 2.30236, 1.70962], [2.30945, 0.78133, 0.04836], [1.99427, -0.42770, 1.16729], [-0.89708, 1.41087, -1.49791], [-2.50685, 0.44001, -2.91752], [-2.89038, -2.08401, -2.89272], [-1.76921, -3.32013, -0.95964], [0.02596, -2.43125, 0.20506]], "forces_ev_per_a": [[0.7405, -0.1561, 0.2753], [1.1407, -4.7655, -2.5653], [-0.7051, 0.4360, 0.0567], [1.4731, 1.0387, -0.0127], [1.8082, 0.8839, -1.5300], [-1.5192, 6.1189, 4.3031], [-1.5527, -1.2679, -2.1968], [-0.0824, -2.5383, -1.0701], [1.1753, -2.7656, 2.8036], [-1.1135, 1.3792, -2.4294], [1.1273, 0.2303, 2.1933], [1.7905, 0.9987, 0.9089], [0.6134, -0.6456, 0.0910], [-0.3212, 0.5771, -0.7150], [-1.0116, -1.2692, 0.7684], [-1.4884, -0.0316, 0.4118], [0.4084, -1.4950, 0.9482], [0.2418, 1.6254, 0.2683], [-1.1728, 1.2503, -1.9689], [0.1062, 0.6095, 0.7158], [-0.3579, -1.2331, -0.9611], [-1.3006, 1.0199, -0.2951]], "total_charge": 1, "gap_ev": 7.9, "homo_ev": -12.017, "smiles": "IC1=[NH+]CCN1c1ccccc1"}



No. 3
{"formula": "C8H9ClN2O5STl", "method": "ωB97M-V with the def2-TZVPD basis set", "symbols": ["Tl", "O", "N", "C", "C", "C", "C", "C", "S", "H", "H", "H", "H", "C", "C", "C", "N", "H", "H", "H", "H", "H", "O", "Cl", "O", "O", "O"], "positions_angstrom": [[1.51272, -0.37419, -1.37329], [-0.57261, 0.30030, -0.46438], [-0.56241, 0.55509, 0.87121], [-1.21865, 1.70459, 1.29379], [-1.26935, 2.03244, 2.61884], [-0.64687, 1.22639, 3.58281], [0.07984, 0.09009, 3.10211], [0.13580, -0.23827, 1.77237], [1.02502, -1.62166, 1.14823], [-1.64381, 2.28972, 0.49439], [-1.80205, 2.93553, 2.89840], [-0.62432, 1.50436, 4.62790], [0.63253, -0.54384, 3.78268], [-2.79201, -2.83783, -1.67226], [-1.31605, -2.64971, -1.32912], [-0.45177, -2.62751, -2.51164], [0.33687, -2.61253, -3.34934], [-3.36776, -2.97585, -0.75773], [-2.94498, -3.70784, -2.31415], [-3.17979, -1.96243, -2.19288], [-0.95030, -3.44462, -0.67885], [-1.13948, -1.70055, -0.80048], [4.28833, 4.09519, -0.89917], [4.15103, 2.93252, -1.74952], [5.45881, 2.35896, -1.99486], [3.55306, 3.32261, -3.00906], [3.30818, 1.94904, -1.09599]], "forces_ev_per_a": [[0.2649, 0.2387, 0.1332], [-0.1069, 0.0251, -0.0773], [0.0295, 0.0074, 0.0427], [-0.0258, -0.0132, 0.0005], [-0.0508, -0.0011, 0.0133], [0.0440, -0.0452, -0.0482], [-0.0011, 0.0359, 0.0807], [-0.0876, -0.1937, -0.1344], [0.1026, 0.0322, 0.1382], [-0.0115, -0.0080, -0.0049], [0.0365, 0.0163, -0.0012], [-0.0318, -0.0167, 0.0104], [0.0100, 0.0106, -0.0045], [0.0232, -0.0044, -0.1134], [-0.1278, 0.0592, -0.1527], [0.1651, -0.2085, 0.3060], [-0.3125, -0.1346, -0.2697], [0.0056, 0.0406, 0.0099], [-0.0341, -0.0293, 0.0312], [-0.0086, 0.0160, 0.0160], [0.0378, 0.0361, 0.0159], [-0.0513, -0.0025, 0.0247], [-0.0015, -0.0479, -0.0395], [-0.0187, -0.0485, -0.0135], [-0.0591, 0.0267, 0.0132], [0.0336, -0.0189, 0.0705], [0.1764, 0.2277, -0.0470]], "total_charge": -2, "gap_ev": [3.4, 6.0], "multiplicity": 2, "homo_ev": [1.470, -1.143]}



No. 4
{"formula": "C4H8N2", "method": "ωB97M-V with the def2-TZVPD basis set", "symbols": ["C", "C", "N", "N", "C", "C", "H", "H", "H", "H", "H", "H", "H", "H"], "positions_angstrom": [[-2.62940, 0.00324, 0.21566], [-1.22661, 0.29186, -0.12881], [-0.37721, -0.62469, -0.33784], [0.97998, -0.25501, -0.59749], [1.91932, -0.49473, 0.48086], [1.58803, 0.87916, 0.05742], [-3.37745, 0.54283, -0.44267], [-2.67758, -1.11756, 0.20687], [-2.74397, 0.32743, 1.24378], [-0.99184, 1.30360, 0.00939], [2.83676, -0.99635, 0.17309], [1.49232, -0.92167, 1.41095], [2.41649, 1.43664, -0.47928], [0.91784, 1.50582, 0.67433]], "forces_ev_per_a": [[-0.4890, -1.3152, -0.6081], [0.2297, -0.6908, 0.1771], [0.6416, 0.3254, 0.0668], [-0.5050, -0.3094, -0.7177], [-0.5327, -1.3947, 0.7855], [0.6732, 1.5140, 0.1488], [0.8266, -0.8492, 0.7390], [-0.7253, 0.9937, -0.1799], [-0.3993, 0.1615, 0.2173], [0.8958, 1.6597, -0.3424], [-0.0704, 0.3640, 0.0618], [0.2157, 0.5596, -0.5739], [-1.4620, -0.5914, 0.3608], [0.7011, -0.4271, -0.1350]], "total_charge": 0, "gap_ev": 10.1, "homo_ev": -8.937, "smiles": "C/C=N/N1CC1"}